12
Properties=species:S:1:pos:R:3:forces:R:3:nbo_charge:R:1 method="wB97M-V/def2-TZVPD" de_lowest_kj_mol=460.8 lumo_energy_ev=0.7 fmax_ev_per_a=0.50
C 2.7217 -0.7462 0.3441 -0.43 0.07 -0.17 -0.220
C 1.6327 -0.5925 -0.1448 0.45 -0.07 0.21 -0.024
C 0.2977 -0.3824 -0.7090 -0.04 0.00 -0.06 -0.502
C -0.7116 -0.0378 0.3806 0.16 0.05 0.18 -0.062
C -2.6452 1.3051 -0.1801 0.33 -0.20 0.15 0.134
O -1.9970 0.1823 -0.2439 -0.28 0.24 -0.09 -0.473
H 3.6911 -0.8801 0.7724 -0.18 0.01 -0.09 0.240
H -0.0380 -1.2803 -1.2389 0.07 0.10 0.06 0.246
H 0.3259 0.4328 -1.4410 0.03 -0.09 0.10 0.242
H -0.8391 -0.8676 1.0796 0.04 0.09 -0.09 0.201
H -0.4242 0.8674 0.9285 -0.06 -0.11 -0.09 0.187
H -2.0140 1.9993 0.4524 -0.10 -0.09 -0.12 0.031